No. 1
Computed, not measured: a structure of composition C25H48N7SiY, with wB97M-V/def2-TZVPD.

Element x y z (Å)
Y 0.101 0.022 0.525
C 1.855 2.269 -2.175
C 0.801 2.905 -1.315
C 0.480 4.232 -1.424
C -0.500 4.753 -0.571
C -1.141 3.959 0.347
C -0.804 2.595 0.415
N 0.175 2.117 -0.411
N -1.336 1.633 1.251
Si -2.822 1.947 2.138
C -2.550 3.209 3.461
C -4.167 2.451 0.977
C -3.366 0.337 2.922
H 2.856 2.522 -1.817
H 1.781 2.623 -3.203
H 1.766 1.184 -2.177
H 0.975 4.854 -2.156
H -0.760 5.803 -0.638
H -1.884 4.374 1.011
H -2.646 4.230 3.082
H -1.560 3.117 3.917
H -3.295 3.089 4.253
H -4.127 3.502 0.690
H -5.138 2.280 1.452
H -4.137 1.852 0.061
H -2.572 -0.348 3.234
H -4.056 -0.218 2.277
H -3.929 0.580 3.828
N 0.166 -0.580 3.001
C 1.245 -1.319 3.726
C 1.266 -2.791 3.360
C 1.615 -3.059 1.890
C 0.416 -3.261 0.955
N 0.541 -2.415 -0.267
H 0.070 0.352 3.403
H -0.721 -1.026 3.235
H 1.108 -1.200 4.801
H 2.196 -0.851 3.464
H 0.300 -3.243 3.616
H 1.989 -3.280 4.013
H 2.271 -3.925 1.814
H 2.202 -2.214 1.517
H -0.515 -2.975 1.452
H 0.304 -4.310 0.685
H -0.171 -2.693 -0.941
H 1.425 -2.624 -0.725
N -2.104 -1.147 0.089
C -2.545 -1.039 -1.298
C -2.042 -0.006 -2.075
C -2.429 0.114 -3.403
C -3.309 -0.808 -3.950
C -3.807 -1.841 -3.167
C -3.431 -1.957 -1.836
H -2.272 -2.098 0.407
H -2.682 -0.557 0.688
H -1.391 0.758 -1.658
H -2.048 0.929 -4.006
H -3.612 -0.718 -4.985
H -4.498 -2.557 -3.591
H -3.832 -2.757 -1.223
C 5.406 -1.593 0.391
C 5.272 -0.180 -0.164
N 4.695 0.782 0.785
C 5.630 1.651 1.529
C 6.161 1.021 2.803
C 3.380 0.814 0.993
C 2.827 1.848 1.935
N 2.510 0.018 0.402
H 5.755 -2.267 -0.392
H 4.454 -1.974 0.769
H 6.124 -1.631 1.209
H 4.675 -0.164 -1.079
H 6.247 0.210 -0.448
H 5.140 2.599 1.733
H 6.446 1.877 0.843
H 5.350 0.748 3.483
H 6.808 1.729 3.321
H 6.748 0.126 2.595
H 2.999 2.854 1.549
H 3.282 1.787 2.922
H 1.749 1.731 2.046
H 2.949 -0.640 -0.230

Summary:
**Total charge**: +2
**Energy above the lowest of the compared OMol25 structures with the same formula, charge and spin**: 38.0 kJ/mol
**Total energy**: -46049.6125 eV
**LUMO energy**: -4.721 eV

No. 2
Computed, not measured: a structure of composition C25H49Cl3I2O8Sn, with wB97M-V/def2-TZVPD.

Element x y z (Å)
Sn 1.418 0.590 0.408
I 0.003 -0.890 2.466
I -0.344 2.688 -0.080
C 2.156 -0.681 -6.887
Cl 3.220 0.125 -5.705
Cl 2.265 0.153 -8.393
Cl 0.506 -0.731 -6.355
H 2.630 -1.661 -6.974
C -3.108 1.180 -3.496
C -2.508 -0.148 -3.079
O -1.787 -0.793 -3.780
C -2.879 -0.678 -1.712
H -2.569 2.006 -3.043
H -4.133 1.262 -3.142
H -3.100 1.402 -4.556
H -2.814 0.137 -1.002
H -2.142 -1.483 -1.514
H -3.880 -1.078 -1.650
C 2.463 2.189 4.021
C 2.773 2.763 2.733
O 2.872 2.014 1.785
C 2.835 4.223 2.656
H 2.359 2.962 4.816
H 3.244 1.554 4.375
H 1.482 1.684 4.082
H 3.436 4.677 3.459
H 1.874 4.691 2.695
H 3.266 4.551 1.729
C -0.883 2.821 5.340
C -1.599 3.879 6.110
O -1.008 4.894 6.437
C -3.038 3.723 6.592
H 0.004 2.542 5.824
H -0.748 3.175 4.311
H -1.465 1.936 5.168
H -3.526 2.971 5.960
H -3.565 4.652 6.469
H -3.007 3.550 7.729
C -5.197 -0.411 2.107
C -6.606 -0.652 1.631
O -7.512 -0.240 2.321
C -6.864 -1.382 0.356
H -4.906 -1.239 2.775
H -5.247 0.532 2.686
H -4.507 -0.366 1.290
H -7.723 -2.032 0.519
H -5.956 -1.772 -0.051
H -7.243 -0.642 -0.352
C 1.238 2.162 -3.680
C 2.015 3.105 -2.732
O 2.476 2.670 -1.689
C 2.260 4.527 -3.123
H 0.913 1.226 -3.175
H 1.850 1.997 -4.534
H 0.377 2.718 -4.053
H 1.955 4.937 -4.048
H 3.296 4.858 -3.046
H 1.730 5.131 -2.407
C 2.055 -3.669 -0.310
C 2.134 -2.858 -1.591
O 1.588 -1.775 -1.663
C 2.877 -3.470 -2.718
H 1.599 -4.603 -0.640
H 1.423 -3.175 0.447
H 3.082 -3.832 0.048
H 3.275 -2.722 -3.462
H 2.265 -4.159 -3.269
H 3.762 -4.071 -2.410
C 5.910 -0.724 -0.883
C 5.308 -1.893 -0.143
O 5.272 -2.966 -0.695
C 4.683 -1.696 1.217
H 6.004 -1.079 -1.898
H 6.889 -0.525 -0.494
H 5.238 0.108 -0.707
H 4.661 -0.684 1.501
H 5.305 -2.269 1.911
H 3.623 -2.064 1.167
C -1.648 -4.964 -0.856
C -2.990 -4.602 -0.245
O -4.016 -5.006 -0.716
C -2.892 -3.691 0.956
H -1.502 -6.014 -0.771
H -0.781 -4.478 -0.367
H -1.606 -4.655 -1.918
H -2.327 -2.736 0.810
H -2.318 -4.221 1.706
H -3.923 -3.489 1.403

Summary:
**Total charge**: 0
**Total energy**: -102700.6089 eV
**LUMO energy**: -0.205 eV

No. 3
Computed, not measured: a cluster of 3 separate species, C25H49ClN3O5 in total, with wB97M-V/def2-TZVPD.

Element x y z (Å)
C -2.887 0.885 3.328
C -3.567 1.950 2.877
C -3.070 3.382 2.980
C -2.188 3.764 1.790
C -1.890 5.271 1.710
C -0.850 5.622 0.643
N 0.246 4.606 0.532
C 1.167 4.880 -0.570
C 2.150 5.990 -0.230
O 3.162 5.805 0.350
Cl 1.661 7.582 -0.804
C -0.317 3.360 0.537
N -0.358 2.553 -0.478
C -0.981 1.205 -0.479
C 0.023 0.218 0.109
C -1.309 0.879 -1.944
C -2.286 -0.313 -2.046
C -1.569 -1.662 -2.320
N -0.945 2.950 1.716
C -0.052 3.133 2.890
C 1.356 2.676 2.688
C 2.139 2.463 3.795
H -3.389 0.014 3.729
H -1.803 0.862 3.280
H -4.524 1.759 2.401
H -3.963 4.000 2.909
H -2.562 3.509 3.931
H -2.780 3.518 0.899
H -2.795 5.838 1.511
H -1.491 5.571 2.681
H -1.333 5.686 -0.339
H -0.404 6.584 0.873
H 0.590 5.191 -1.451
H 1.706 3.986 -0.877
H 0.027 2.854 -1.364
H -1.912 1.214 0.082
H 0.986 0.389 -0.372
H -0.286 -0.810 -0.054
H 0.086 0.396 1.182
H -0.365 0.645 -2.443
H -1.730 1.769 -2.419
H -2.795 -0.379 -1.085
H -3.014 -0.097 -2.822
H -2.032 -2.131 -3.184
H -0.518 -1.507 -2.556
H -1.662 -2.298 -1.444
H -0.468 2.520 3.700
H -0.023 4.153 3.270
H 1.786 2.503 1.700
H 1.812 1.703 4.503
H 3.017 3.056 4.026
C 5.824 -3.055 -1.851
O 5.554 -2.347 -3.049
C 4.173 -2.231 -3.338
C 3.663 -0.842 -3.031
O 3.653 -0.584 -1.631
C 4.724 0.249 -1.218
H 6.890 -2.970 -1.654
H 5.272 -2.639 -1.004
H 5.573 -4.115 -1.965
H 3.593 -2.980 -2.789
H 4.047 -2.422 -4.408
H 2.628 -0.761 -3.383
H 4.261 -0.093 -3.558
H 4.589 1.270 -1.596
H 5.687 -0.137 -1.556
H 4.718 0.277 -0.129
C -2.931 -4.798 0.603
O -2.129 -5.102 -0.522
C -0.944 -5.810 -0.182
C -1.055 -7.279 -0.520
O -1.991 -7.932 0.320
C -3.227 -8.203 -0.318
H -3.871 -4.386 0.237
H -3.145 -5.690 1.198
H -2.442 -4.048 1.237
H -0.707 -5.682 0.879
H -0.127 -5.374 -0.767
H -0.082 -7.752 -0.354
H -1.319 -7.407 -1.574
H -3.105 -8.972 -1.087
H -3.653 -7.303 -0.768
H -3.912 -8.577 0.441

Summary:
**Total charge**: +1
**Total energy**: -53937.3144 eV
**LUMO energy**: -3.066 eV